Molecular formula: C34H37F2N3O3PbS
Method: DFT, ωB97M-V/def2-TZVPD

## Properties
- E: -2498.62682 hartree
- Strongest force on any atom: 0.42 eV Å⁻¹
- Orbital gap: 8.2757 eV
- HOMO: -8.1 eV
- Spin multiplicity: 1
- Charge: 0
- Lowest unoccupied orbital energy: 0.18 eV
- Energy relative to the best compared isomer or geometry (same formula, charge and spin): 0.298 eV

CARTESIAN COORDINATES (ANGSTROEM)
1 Pb 1.121 -0.193 0.472
2 O 2.168 1.680 1.717
3 C 2.180 1.618 3.164
4 C 1.584 0.228 3.599
5 O 1.831 -0.156 4.725
6 O 0.826 -0.337 2.732
7 C 3.627 1.807 3.585
8 C 4.145 3.086 3.761
9 C 5.495 3.274 4.021
10 C 6.345 2.181 4.106
11 C 5.837 0.903 3.927
12 C 4.487 0.716 3.668
13 C 1.230 2.646 3.753
14 C 1.293 2.916 5.120
15 C 0.412 3.812 5.697
16 C -0.549 4.452 4.922
17 C -0.628 4.175 3.569
18 C 0.254 3.269 2.987
19 H 1.986 2.585 1.433
20 H 3.490 3.946 3.704
21 H 5.879 4.276 4.161
22 H 7.398 2.324 4.315
23 H 6.491 0.043 3.997
24 H 4.097 -0.287 3.556
25 H 2.027 2.402 5.726
26 H 0.471 4.011 6.760
27 H -1.237 5.154 5.376
28 H -1.384 4.648 2.955
29 H 0.133 3.036 1.937
30 F -3.940 2.143 1.108
31 C -2.812 2.111 0.375
32 C -1.757 1.317 0.779
33 C -0.593 1.282 0.019
34 C -0.492 2.055 -1.150
35 C -1.586 2.846 -1.498
36 F -1.543 3.649 -2.585
37 C -2.753 2.889 -0.763
38 C 0.778 2.035 -1.926
39 C 0.894 2.436 -3.257
40 C 2.137 2.417 -3.862
41 C 3.247 2.001 -3.144
42 C 3.047 1.578 -1.844
43 N 1.854 1.591 -1.257
44 H -1.859 0.746 1.696
45 H -3.575 3.522 -1.064
46 H 0.024 2.749 -3.810
47 H 2.238 2.726 -4.895
48 H 4.235 1.985 -3.582
49 H 3.868 1.205 -1.242
50 C -3.767 -1.834 -2.976
51 C -4.115 -1.105 -1.682
52 C -3.489 -1.735 -0.440
53 C -1.962 -1.714 -0.461
54 N -1.396 -2.919 -1.047
55 C -0.368 -2.958 -1.908
56 S 0.351 -1.599 -2.604
57 N 0.082 -4.187 -2.248
58 C -0.607 -5.444 -2.007
59 C -1.922 -5.606 -2.777
60 C -1.792 -5.297 -4.264
61 C -3.122 -5.429 -4.996
62 H -4.260 -1.370 -3.831
63 H -4.087 -2.879 -2.934
64 H -2.692 -1.817 -3.169
65 H -5.200 -1.072 -1.555
66 H -3.781 -0.065 -1.748
67 H -3.837 -2.771 -0.337
68 H -3.837 -1.210 0.452
69 H -1.569 -1.590 0.554
70 H -1.604 -0.875 -1.056
71 H -1.735 -3.794 -0.679
72 H 0.787 -4.161 -2.965
73 H -0.767 -5.575 -0.932
74 H 0.085 -6.235 -2.296
75 H -2.705 -4.974 -2.347
76 H -2.256 -6.639 -2.642
77 H -1.056 -5.974 -4.710
78 H -1.401 -4.285 -4.393
79 H -3.520 -6.442 -4.912
80 H -3.016 -5.198 -6.056
81 H -3.864 -4.745 -4.580



Molecular formula: C34H37N3O4RuSi
Method: DFT, ωB97M-V/def2-TZVPD

## Properties
- E: -2167.49098 hartree
- Strongest force on any atom: 2.08 eV Å⁻¹
- Orbital gap (alpha / beta): 6.1957 / 6.8333 eV
- HOMO (alpha / beta): -5.0 / -5.0 eV
- Spin multiplicity: 2
- Charge: -1
- Lowest unoccupied orbital energy (alpha / beta): 1.22 / 1.86 eV
- Energy relative to the best compared isomer or geometry (same formula, charge and spin): 2.237 eV

CARTESIAN COORDINATES (ANGSTROEM)
1 Ru -0.413 -0.212 0.474
2 C 0.180 -1.064 2.993
3 C 0.904 -2.087 2.322
4 C 0.010 -2.782 1.472
5 C -1.281 -2.183 1.599
6 C -1.175 -1.123 2.563
7 C -2.315 -0.445 3.266
8 C -2.556 -2.828 1.132
9 C 0.306 -4.033 0.703
10 C 2.315 -2.486 2.623
11 C 0.688 -0.174 4.084
12 H -2.119 0.618 3.400
13 H -2.452 -0.881 4.261
14 H -3.242 -0.569 2.711
15 H -2.427 -3.275 0.148
16 H -3.378 -2.115 1.084
17 H -2.842 -3.626 1.824
18 H -0.061 -3.965 -0.321
19 H -0.182 -4.888 1.178
20 H 1.376 -4.227 0.671
21 H 2.832 -2.864 1.742
22 H 2.321 -3.283 3.372
23 H 2.883 -1.649 3.025
24 H 0.249 0.820 4.004
25 H 1.772 -0.076 4.042
26 H 0.420 -0.576 5.065
27 O 5.941 3.063 2.001
28 C 5.132 3.528 1.204
29 O 5.125 4.520 0.486
30 C 3.829 2.643 1.089
31 C 3.944 1.265 0.982
32 C 2.791 0.505 0.922
33 N 1.579 1.042 0.999
34 C 1.470 2.365 1.095
35 C 2.571 3.211 1.120
36 C 0.044 2.917 1.187
37 O -0.143 4.124 1.226
38 O -0.845 2.015 1.237
39 H 4.914 0.798 0.949
40 H 2.822 -0.572 0.816
41 H 2.415 4.277 1.173
42 C 4.908 0.442 -2.421
43 C 3.892 1.375 -2.287
44 C 2.593 0.953 -2.079
45 C 2.270 -0.399 -1.986
46 C 3.309 -1.317 -2.100
47 C 4.610 -0.907 -2.325
48 Si 0.462 -0.940 -1.668
49 C -0.457 0.065 -3.020
50 C -0.831 1.384 -2.786
51 C -1.420 2.142 -3.782
52 C -1.677 1.584 -5.025
53 C -1.341 0.262 -5.262
54 C -0.725 -0.480 -4.270
55 H 5.924 0.767 -2.598
56 H 4.119 2.430 -2.331
57 H 1.807 1.689 -1.981
58 H 3.083 -2.372 -2.015
59 H 5.403 -1.638 -2.425
60 H 0.458 -2.319 -2.303
61 H -0.664 1.822 -1.804
62 H -1.686 3.174 -3.599
63 H -2.139 2.172 -5.809
64 H -1.555 -0.182 -6.225
65 H -0.428 -1.500 -4.467
66 C -5.294 1.811 1.677
67 C -4.528 1.071 0.641
68 C -4.914 0.141 -0.308
69 C -3.726 -0.286 -0.921
70 N -2.691 0.337 -0.365
71 N -3.192 1.157 0.562
72 C -3.559 -1.253 -2.038
73 H -6.280 2.091 1.319
74 H -4.752 2.705 1.976
75 H -5.420 1.180 2.559
76 H -5.907 -0.195 -0.532
77 H -2.523 1.770 1.053
78 H -4.302 -2.047 -1.980
79 H -2.558 -1.676 -2.002
80 H -3.674 -0.741 -2.995



Molecular formula: C34H38BBrN2O4S
Method: DFT, ωB97M-V/def2-TZVPD

## Properties
- E: -4725.34804 hartree
- Strongest force on any atom: 8.08 eV Å⁻¹
- SMILES: C=CC(=O)OCCCCCCc1cc2nsnc2c(CB(O)O)c1Br.c1ccccc1.c1ccccc1.c1ccccc1
- Orbital gap: 6.8478 eV
- HOMO: -8.4 eV
- Spin multiplicity: 1
- Charge: 0
- Lowest unoccupied orbital energy: -1.60 eV

CARTESIAN COORDINATES (ANGSTROEM)
1 C -5.375 5.426 -0.449
2 C -5.652 3.975 -0.684
3 C -4.664 2.989 -1.600
4 O -3.709 3.580 -2.322
5 O -4.913 1.544 -1.481
6 C -4.811 0.848 -2.772
7 C -3.669 -0.359 -2.621
8 C -4.452 -1.789 -2.821
9 C -3.526 -3.117 -2.530
10 C -3.608 -3.524 -0.929
11 C -2.736 -4.925 -0.708
12 C -1.812 -4.770 0.653
13 C -2.206 -5.706 1.965
14 C -1.333 -5.628 3.389
15 N -1.576 -6.453 4.635
16 S -0.339 -5.840 5.715
17 N 0.516 -4.633 4.746
18 C -0.092 -4.506 3.367
19 C 0.359 -3.533 2.084
20 C 1.643 -2.532 2.273
21 B 1.304 -0.927 2.065
22 O 0.191 -0.186 2.692
23 O 2.218 -0.194 1.118
24 C -0.535 -3.720 0.711
25 Br -0.116 -2.689 -0.950
26 H -5.374 6.224 -1.322
27 H -5.093 5.858 0.626
28 H -6.593 3.492 -0.160
29 H -4.568 1.531 -3.691
30 H -5.841 0.317 -2.984
31 H -3.075 -0.278 -1.594
32 H -2.912 -0.221 -3.522
33 H -5.454 -1.755 -2.206
34 H -4.770 -1.842 -3.968
35 H -2.424 -2.856 -2.845
36 H -3.899 -4.061 -3.141
37 H -3.038 -2.663 -0.341
38 H -4.699 -3.598 -0.512
39 H -3.556 -5.760 -0.477
40 H -2.119 -5.239 -1.655
41 H -3.115 -6.465 1.875
42 H 2.599 -2.866 1.643
43 H 1.986 -2.642 3.411
44 H 0.541 0.622 3.184
45 H 2.245 -0.779 0.286
46 C 3.230 1.955 -0.737
47 C 1.909 2.129 -1.148
48 C 1.626 2.874 -2.293
49 C 2.666 3.448 -3.026
50 C 3.986 3.282 -2.609
51 C 4.269 2.534 -1.467
52 H 3.450 1.369 0.151
53 H 1.099 1.684 -0.577
54 H 0.597 3.007 -2.615
55 H 2.446 4.026 -3.919
56 H 4.796 3.734 -3.177
57 H 5.298 2.403 -1.144
58 C 8.257 -0.861 -3.781
59 C 8.451 0.058 -4.811
60 C 7.405 0.888 -5.213
61 C 6.161 0.795 -4.587
62 C 5.964 -0.130 -3.563
63 C 7.012 -0.957 -3.158
64 H 9.074 -1.503 -3.463
65 H 9.419 0.129 -5.301
66 H 7.557 1.606 -6.014
67 H 5.347 1.443 -4.899
68 H 4.994 -0.207 -3.079
69 H 6.859 -1.677 -2.358
70 C -0.744 4.350 5.670
71 C -0.620 3.174 4.931
72 C -1.032 1.959 5.479
73 C -1.564 1.920 6.768
74 C -1.680 3.096 7.510
75 C -1.271 4.311 6.961
76 H -0.429 5.297 5.240
77 H -0.202 3.203 3.928
78 H -0.938 1.043 4.902
79 H -1.888 0.975 7.194
80 H -2.089 3.065 8.516
81 H -1.364 5.227 7.538



Molecular formula: C34H38BF5O3PRuS2
Method: DFT, ωB97M-V/def2-TZVPD

## Properties
- E: -3300.66543 hartree
- Strongest force on any atom: 4.80 eV Å⁻¹
- Orbital gap (alpha / beta): 3.8210 / 6.0693 eV
- HOMO (alpha / beta): -4.0 / -7.1 eV
- Spin multiplicity: 6
- Charge: 0
- Lowest unoccupied orbital energy (alpha / beta): -0.14 / -1.00 eV
- Energy relative to the best compared isomer or geometry (same formula, charge and spin): 0.000 eV

CARTESIAN COORDINATES (ANGSTROEM)
1 Ru 1.543 -0.004 0.150
2 C 0.187 2.326 2.183
3 P 0.652 2.044 0.386
4 C -0.748 2.183 -0.731
5 C 1.363 3.655 -0.041
6 C 1.658 4.741 0.778
7 C 1.891 6.054 0.300
8 C 2.209 6.179 -1.060
9 C 2.107 5.070 -1.918
10 C 1.678 3.852 -1.419
11 H -0.378 1.471 2.543
12 H -0.341 3.258 2.233
13 H 1.127 2.302 2.796
14 H -0.986 3.277 -0.815
15 H -1.640 1.610 -0.389
16 H -0.473 1.788 -1.681
17 H 1.756 4.543 1.832
18 H 1.868 6.851 1.084
19 H 2.664 7.033 -1.429
20 H 2.294 5.205 -2.976
21 H 1.471 3.049 -2.079
22 C 7.330 3.700 -1.351
23 C 6.351 2.862 -0.535
24 C 6.048 3.251 0.745
25 C 5.154 2.505 1.491
26 C 4.393 1.454 0.924
27 C 4.811 1.008 -0.365
28 C 5.827 1.666 -1.057
29 S 3.369 0.550 2.085
30 C 4.847 -0.453 2.856
31 O 2.927 -0.830 1.280
32 H 7.388 3.292 -2.424
33 H 8.359 3.645 -0.963
34 H 7.030 4.797 -1.318
35 H 6.471 4.177 1.119
36 H 4.987 2.720 2.566
37 H 4.387 0.080 -0.759
38 H 6.083 1.346 -2.069
39 H 5.442 -0.927 2.130
40 H 4.287 -1.202 3.415
41 H 5.476 0.096 3.581
42 F -6.414 1.954 -2.570
43 C -6.774 2.841 -3.485
44 F -5.824 3.057 -4.383
45 C -7.263 4.129 -2.878
46 F -8.254 3.810 -1.984
47 F -7.790 4.950 -3.808
48 F -6.281 4.757 -2.203
49 C -3.810 -5.638 2.848
50 C -4.743 -4.704 1.980
51 C -6.057 -4.428 2.740
52 C -5.102 -5.522 0.722
53 C -4.026 -3.437 1.597
54 C -4.654 -2.228 1.355
55 C -3.890 -1.127 0.846
56 C -2.563 -1.361 0.507
57 O -1.655 -0.421 0.036
58 B -0.352 -1.057 -0.101
59 O -0.545 -2.477 0.379
60 C -1.906 -2.532 0.708
61 C -2.605 -3.558 1.244
62 H -4.226 -6.662 2.869
63 H -3.688 -5.240 3.846
64 H -2.806 -5.784 2.390
65 H -6.605 -5.316 3.049
66 H -6.722 -3.910 2.050
67 H -5.919 -3.932 3.680
68 H -5.529 -6.437 1.034
69 H -4.205 -5.834 0.082
70 H -5.847 -5.013 0.094
71 H -5.678 -2.033 1.407
72 H -4.347 -0.155 0.695
73 H -2.151 -4.529 1.322
74 S 0.594 -0.556 -1.792
75 C 1.027 -2.251 -2.059
76 C 2.225 -2.705 -1.505
77 C 2.654 -4.027 -1.759
78 C 1.923 -4.844 -2.573
79 C 0.774 -4.386 -3.135
80 C 0.249 -3.114 -2.740
81 H 2.771 -2.085 -0.815
82 H 3.510 -4.420 -1.241
83 H 2.223 -5.894 -2.682
84 H 0.251 -5.164 -3.822
85 H -0.834 -2.942 -3.043



Molecular formula: C34H38BrF5HgI2NO3Sb2
Method: DFT, ωB97M-V/def2-TZVPD

## Properties
- E: -5901.57027 hartree
- Strongest force on any atom: 1.46 eV Å⁻¹
- Orbital gap (alpha / beta): 6.0342 / 5.2564 eV
- HOMO (alpha / beta): -2.2 / -2.3 eV
- Spin multiplicity: 2
- Charge: -2
- Lowest unoccupied orbital energy (alpha / beta): 3.78 / 3.00 eV
- Energy relative to the best compared isomer or geometry (same formula, charge and spin): 1.597 eV

CARTESIAN COORDINATES (ANGSTROEM)
1 Hg 1.045 0.288 1.468
2 C 0.602 -0.264 4.732
3 C -0.619 -0.867 4.599
4 C -0.408 -2.210 4.108
5 C 0.970 -2.416 3.938
6 C 1.618 -1.231 4.287
7 C 3.092 -1.038 4.365
8 C 1.663 -3.677 3.514
9 C -1.517 -3.166 3.850
10 C -1.964 -0.286 4.903
11 C 0.888 1.048 5.389
12 H 3.471 -1.408 5.325
13 H 3.371 0.012 4.277
14 H 3.595 -1.594 3.573
15 H 2.153 -4.158 4.367
16 H 2.431 -3.460 2.771
17 H 0.965 -4.388 3.073
18 H -2.139 -3.285 4.742
19 H -1.147 -4.144 3.547
20 H -2.161 -2.780 3.055
21 H -2.393 -0.731 5.807
22 H -2.658 -0.468 4.081
23 H -1.889 0.789 5.057
24 H 0.802 0.951 6.477
25 H 0.180 1.814 5.072
26 H 1.891 1.403 5.165
27 C -3.075 1.983 1.842
28 Sb -1.594 2.032 0.207
29 C -1.667 4.198 0.235
30 C -3.230 1.768 -1.253
31 C -2.852 2.103 -2.646
32 C -2.837 3.448 -3.014
33 C -2.417 3.865 -4.263
34 C -2.018 2.921 -5.196
35 C -2.083 1.579 -4.870
36 C -2.494 1.138 -3.611
37 C -2.550 -0.323 -3.361
38 Sb -0.751 -1.135 -2.332
39 C -1.081 -3.116 -3.224
40 C 0.495 -0.546 -3.999
41 H -3.899 2.666 1.639
42 H -2.602 2.275 2.780
43 H -3.474 0.975 1.960
44 H -2.707 4.519 0.173
45 H -1.108 4.569 -0.619
46 H -1.224 4.574 1.156
47 H -4.011 2.433 -0.882
48 H -3.558 0.737 -1.135
49 H -3.159 4.186 -2.291
50 H -2.392 4.920 -4.505
51 H -1.662 3.229 -6.171
52 H -1.812 0.840 -5.615
53 H -2.610 -0.872 -4.300
54 H -3.399 -0.605 -2.738
55 H -1.384 -3.050 -4.269
56 H -1.847 -3.657 -2.670
57 H -0.154 -3.685 -3.160
58 H 0.110 -0.975 -4.922
59 H 1.518 -0.875 -3.834
60 H 0.479 0.540 -4.067
61 I 1.727 2.704 2.204
62 I 2.521 5.507 3.202
63 Br 3.856 5.425 -4.967
64 C 3.678 3.858 -3.896
65 C 4.741 2.975 -3.815
66 N 4.673 1.859 -3.106
67 C 3.546 1.593 -2.456
68 C 2.433 2.429 -2.476
69 C 2.502 3.597 -3.222
70 C 1.163 2.059 -1.725
71 O 0.184 2.821 -1.837
72 O 1.208 0.993 -1.067
73 H 5.672 3.171 -4.335
74 H 3.508 0.673 -1.887
75 H 1.646 4.256 -3.251
76 F -0.067 -6.757 -0.500
77 C 0.461 -5.535 -0.250
78 C -0.318 -4.513 0.268
79 F -1.622 -4.745 0.521
80 C 0.228 -3.275 0.517
81 F -0.590 -2.304 0.996
82 C 1.597 -2.946 0.291
83 O 2.119 -1.832 0.568
84 C 2.339 -4.035 -0.260
85 F 3.648 -3.846 -0.536
86 C 1.795 -5.271 -0.524
87 F 2.558 -6.253 -1.047



Molecular formula: C34H38Cl2MnN2PSe
Method: DFT, ωB97M-V/def2-TZVPD

## Properties
- E: -6241.61324 hartree
- Strongest force on any atom: 0.93 eV Å⁻¹
- Orbital gap (alpha / beta): 6.4206 / 7.8960 eV
- HOMO (alpha / beta): -13.8 / -13.9 eV
- Spin multiplicity: 5
- Charge: +2
- Lowest unoccupied orbital energy (alpha / beta): -7.37 / -6.00 eV
- Energy relative to the best compared isomer or geometry (same formula, charge and spin): 0.191 eV

CARTESIAN COORDINATES (ANGSTROEM)
1 Mn 1.203 -1.604 -0.204
2 Cl 3.597 -1.882 -0.395
3 C 4.114 -2.391 1.289
4 C 5.361 -2.968 1.334
5 C 5.815 -3.383 2.583
6 C 5.026 -3.215 3.710
7 C 3.778 -2.618 3.610
8 C 3.287 -2.180 2.379
9 P 1.707 -1.318 2.230
10 C 2.063 0.428 2.475
11 C 1.004 1.331 2.361
12 C 1.226 2.686 2.515
13 C 2.513 3.151 2.765
14 C 3.570 2.262 2.866
15 C 3.349 0.898 2.724
16 C 0.646 -1.920 3.543
17 C 0.336 -1.142 4.655
18 C -0.468 -1.669 5.656
19 C -0.952 -2.963 5.551
20 C -0.641 -3.743 4.442
21 C 0.152 -3.222 3.437
22 H 5.954 -3.101 0.444
23 H 6.788 -3.848 2.662
24 H 5.384 -3.547 4.674
25 H 3.171 -2.491 4.497
26 H -0.002 0.978 2.166
27 H 0.402 3.382 2.443
28 H 2.687 4.212 2.883
29 H 4.569 2.625 3.065
30 H 4.181 0.214 2.820
31 H 0.721 -0.135 4.748
32 H -0.708 -1.068 6.522
33 H -1.573 -3.370 6.337
34 H -1.017 -4.754 4.367
35 H 0.397 -3.842 2.580
36 Cl 0.225 -3.654 -0.874
37 C -0.692 -2.225 -0.258
38 H -1.159 -2.462 0.696
39 H -1.322 -1.824 -1.046
40 C -0.787 3.497 -4.290
41 C 0.201 2.974 -5.328
42 C 1.153 1.889 -4.827
43 C 0.569 0.486 -4.728
44 N -0.566 0.366 -3.793
45 C -0.516 0.354 -2.453
46 Se 1.081 0.508 -1.458
47 N -1.762 0.242 -1.954
48 C -2.189 0.403 -0.564
49 C -2.626 1.831 -0.274
50 C -2.996 2.036 1.194
51 C -4.124 1.131 1.675
52 C -2.657 0.186 -3.025
53 C -4.046 0.084 -3.047
54 C -4.631 0.052 -4.295
55 C -3.868 0.121 -5.473
56 C -2.493 0.222 -5.447
57 C -1.901 0.248 -4.186
58 H -1.258 4.415 -4.636
59 H -0.279 3.730 -3.351
60 H -1.595 2.798 -4.071
61 H 0.812 3.813 -5.666
62 H -0.330 2.621 -6.216
63 H 1.571 2.190 -3.866
64 H 2.003 1.799 -5.508
65 H 1.318 -0.251 -4.431
66 H 0.173 0.174 -5.693
67 H -1.348 0.121 0.074
68 H -2.994 -0.315 -0.405
69 H -3.483 2.085 -0.904
70 H -1.814 2.504 -0.565
71 H -3.289 3.077 1.330
72 H -2.111 1.891 1.819
73 H -4.993 1.210 1.021
74 H -4.449 1.403 2.677
75 H -3.832 0.080 1.713
76 H -4.636 0.040 -2.144
77 H -5.706 -0.025 -4.372
78 H -4.373 0.097 -6.428
79 H -1.920 0.285 -6.360